The following is a quantum chemistry calculation of a molecular structure, C33H36AlN6PS, from the Open Molecules 2025 dataset.

Geometry as ORCA input:
```
! wB97M-V def2-TZVPD RIJCOSX def2/J DEFGRID3
* xyz 2 1
Al 0.48 0.71 0.99
N 3.74 -1.65 2.34
C 2.41 -1.59 2.25
N 2.08 -0.52 1.55
C 3.29 0.04 1.25
N 4.31 -0.61 1.72
C 3.31 1.30 0.53
C 4.47 1.94 0.11
N 4.42 3.13 -0.47
C 3.23 3.69 -0.62
C 2.06 3.06 -0.22
N 2.10 1.84 0.33
H 4.31 -2.33 2.82
H 1.73 -2.32 2.67
H 5.44 1.48 0.26
H 3.21 4.68 -1.07
H 1.09 3.52 -0.35
S -2.83 3.50 1.42
C -2.47 3.58 -0.28
C -3.14 4.29 -1.26
C -2.65 4.23 -2.55
C -1.50 3.49 -2.84
C -0.84 2.79 -1.86
C -1.34 2.81 -0.56
N -0.80 2.17 0.56
C -1.48 2.47 1.66
C -1.10 1.91 2.94
C -1.72 2.29 4.13
C -1.30 1.74 5.32
C -0.26 0.82 5.32
C 0.35 0.45 4.12
C -0.05 0.98 2.90
H -4.03 4.87 -1.02
H -3.16 4.78 -3.34
H -1.13 3.48 -3.86
H 0.06 2.24 -2.08
H -2.53 3.02 4.12
H -1.77 2.03 6.25
H 0.08 0.39 6.25
H 1.17 -0.26 4.17
C -1.30 -2.36 -3.06
C -1.08 -0.96 -2.47
C -2.40 -0.18 -2.50
C -0.03 -0.26 -3.33
P -0.44 -1.07 -0.67
C 0.99 -2.19 -0.93
C 0.99 -3.57 -0.73
C 2.12 -4.32 -1.01
C 3.26 -3.71 -1.51
C 3.26 -2.34 -1.75
C 2.14 -1.59 -1.45
C -1.74 -1.91 0.42
C -1.03 -2.43 1.68
C -2.54 -3.04 -0.22
C -2.71 -0.80 0.85
H -1.48 -2.24 -4.13
H -2.17 -2.86 -2.65
H -0.43 -3.00 -2.95
H -2.69 -0.02 -3.54
H -2.31 0.80 -2.03
H -3.21 -0.73 -2.02
H -0.46 -0.06 -4.31
H 0.84 -0.89 -3.49
H 0.29 0.69 -2.92
H 0.10 -4.07 -0.36
H 2.11 -5.39 -0.85
H 4.14 -4.30 -1.73
H 4.14 -1.86 -2.16
H 2.13 -0.53 -1.65
H -0.43 -3.32 1.47
H -1.78 -2.70 2.42
H -0.40 -1.66 2.12
H -1.91 -3.80 -0.69
H -3.25 -2.67 -0.96
H -3.11 -3.54 0.56
H -2.19 -0.05 1.45
H -3.49 -1.23 1.48
H -3.19 -0.30 0.01
*
```

relative energy (zero: lowest compared OMol25 entry of this formula, charge and spin) = 0.0 kJ/mol
M = 606.72 Da
HOMO level = -13.939 eV
lowest unoccupied orbital energy = -6.45 eV
Kohn-Sham gap = 7.486 eV